9 unconnected molecules or ions with the total composition C68H168F2N6O9P3S2 at a distorted geometry. Source: the Open Molecules 2025 dataset; level of theory: wB97M-V/def2-TZVPD.

Kohn-Sham gap	7.7	eV
charge	+7
E_LUMO	-9.4	eV
multiplicity	1
energy above the lowest of the compared OMol25 structures with the same formula, charge and spin	0.0	kJ/mol
total energy	-155507.7198	eV

Element x y z (Å)
H (12.065, -5.740, -1.252)
H (-9.754, -8.479, -4.328)
H (7.116, -3.137, 0.153)
H (3.076, -5.327, 9.910)
C (-10.283, 2.964, 1.322)
H (-12.696, -8.214, -5.094)
H (9.106, -3.537, -6.989)
H (2.956, 8.166, 7.918)
C (3.723, 10.759, 6.729)
H (7.792, -3.827, -2.751)
O (-2.136, 0.314, -1.729)
H (4.996, 12.181, 7.799)
H (7.914, -2.391, -2.325)
N (-14.250, 3.615, 1.216)
O (0.121, 1.156, 0.031)
H (-2.468, 9.383, 9.054)
H (3.923, 14.171, 7.099)
S (-0.855, 0.910, 1.175)
H (1.199, -6.249, 8.481)
H (-4.307, -6.009, -12.988)
H (1.817, 9.660, 0.232)
H (1.974, -1.864, -8.876)
C (4.467, -4.121, -0.191)
C (10.540, -4.110, -3.205)
C (-3.509, -4.516, -6.222)
H (-13.963, 1.699, 0.247)
C (7.997, -3.341, -1.797)
H (5.469, 7.183, -2.593)
H (1.187, -3.411, -8.917)
F (-0.044, -0.180, 2.044)
H (3.073, 5.115, 5.334)
C (10.190, -3.650, -6.986)
H (1.462, 7.260, 7.966)
H (-3.674, -2.972, 3.614)
C (11.157, -0.752, 1.266)
H (-7.685, 0.888, -7.861)
H (-3.586, -2.470, -5.994)
H (-4.432, -6.289, -10.467)
H (10.026, -2.542, 1.218)
H (-0.893, -1.601, -6.613)
H (-3.440, -0.234, -7.943)
H (2.365, -8.028, 7.674)
N (4.657, 7.539, -2.110)
H (2.146, 9.073, -1.474)
H (-11.184, -9.206, -3.467)
C (-5.866, -7.045, 3.307)
H (-10.126, 3.886, 0.761)
H (10.660, -2.999, -7.724)
H (3.223, -6.944, 9.527)
S (-2.649, 0.815, -0.412)
H (3.929, 7.467, -2.807)
H (-3.222, -6.600, 5.807)
H (-9.664, -5.874, -4.806)
H (11.696, -6.244, 1.791)
H (-1.813, -4.529, -10.306)
H (0.953, 4.807, 6.882)
H (-15.066, 3.269, 1.699)
O (-9.765, -5.540, -2.758)
H (10.525, -1.385, -1.458)
H (-4.965, -3.725, 4.285)
H (-1.727, 10.553, 8.232)
C (10.228, -1.740, 0.508)
H (-12.022, -6.722, -3.119)
N (-2.289, -0.006, 0.848)
H (-5.745, -7.664, 2.418)
H (-1.304, 11.752, 10.477)
H (2.630, 13.311, 6.361)
C (1.851, 8.815, -0.456)
C (2.937, 5.642, 6.278)
P (1.205, 9.451, 7.090)
H (-2.432, -5.527, -9.038)
H (3.042, 7.688, 5.668)
H (-6.950, -7.107, 3.399)
C (4.435, 6.575, -0.965)
H (-3.887, -3.130, -10.477)
H (5.575, 5.358, 0.418)
C (12.053, -6.492, 0.792)
H (9.699, -4.801, 0.541)
N (3.258, -5.997, 9.177)
H (4.950, -3.945, 0.771)
O (2.931, 8.065, 0.047)
H (5.323, -4.373, -1.983)
C (-0.399, 9.238, 6.095)
H (-2.204, -4.187, -4.452)
H (-2.070, 7.721, 4.439)
H (3.594, -3.484, -0.330)
H (-2.959, -6.818, -11.012)
C (2.368, -7.114, 7.080)
C (-3.520, -5.889, -10.911)
C (10.726, -2.257, -0.836)
H (0.764, -3.431, -6.651)
C (-1.640, 10.075, 9.208)
H (-0.821, 10.213, 6.337)
H (-1.634, -6.712, -6.095)
H (11.129, -2.343, -4.063)
C (2.249, -4.584, 7.251)
C (-14.566, 3.342, -1.250)
H (-11.640, 2.375, -0.739)
C (6.958, -3.688, -0.774)
C (-1.453, -5.995, -5.295)
C (-13.816, 2.758, 0.035)
P (9.775, -3.670, -1.564)
H (-10.057, -8.381, -2.567)
H (-0.616, 7.158, 6.171)
H (-3.483, -5.225, 2.212)
H (1.044, -9.236, 6.126)
H (-14.452, 4.586, 1.027)
H (-11.008, -4.935, -4.391)
H (-0.362, -0.912, -8.046)
C (3.963, 12.083, 7.462)
H (1.535, -4.482, 6.434)
H (11.770, -2.570, -0.811)
C (-3.842, -3.171, -6.788)
C (11.665, -5.489, -0.269)
C (0.850, 10.107, 8.740)
H (4.314, 5.648, -1.525)
C (10.424, -3.130, -4.331)
C (-3.867, -5.286, -12.301)
H (4.265, -5.178, -0.365)
C (-2.735, -4.969, -9.924)
H (1.405, 6.899, 5.538)
C (1.356, -8.405, 5.494)
C (2.140, -5.945, 8.022)
C (-3.859, -5.718, 3.108)
H (2.204, 3.664, 7.077)
N (-3.975, -3.551, 4.385)
H (-4.695, -4.046, -9.327)
H (-15.415, 2.689, -1.452)
H (-12.110, 3.909, -0.396)
H (12.042, 1.369, 1.110)
C (10.086, -5.123, -0.426)
C (-0.365, -1.871, -7.527)
H (-4.294, -4.692, -5.487)
H (11.999, 0.500, -0.445)
C (1.816, -2.773, -8.296)
H (-4.624, -4.503, -12.339)
H (-1.484, 7.898, 7.453)
F (-4.188, 0.403, -0.603)
H (-10.130, 3.109, 2.391)
H (2.415, 6.498, -1.341)
H (5.352, 6.996, 1.004)
H (4.186, -5.847, 8.806)
H (-5.079, 1.190, -8.370)
H (12.102, -1.247, 1.490)
H (-11.582, -7.593, -5.964)
C (5.505, -3.609, -1.228)
C (2.313, 7.020, 6.128)
H (12.011, -3.334, -5.842)
H (-1.133, -3.833, -8.067)
C (-3.832, -0.916, -8.697)
H (-1.999, 10.486, 11.369)
H (-1.055, -2.823, -9.414)
H (0.752, -8.505, 4.592)
H (-2.979, 11.494, 10.292)
C (-5.465, -0.862, -8.791)
H (13.710, -7.735, 1.145)
C (-12.236, 2.903, 0.005)
H (-1.799, -6.439, -4.362)
C (3.033, 6.686, -0.463)
H (-9.658, 2.138, 0.981)
H (-3.371, -0.608, -9.635)
H (14.157, -5.983, 1.151)
C (1.009, -2.464, -7.090)
H (-0.354, 8.362, 9.451)
H (10.613, 1.114, 0.305)
H (-7.141, 2.149, -8.963)
H (3.362, 12.013, 8.368)
C (-2.186, -4.595, -5.463)
H (7.102, -4.699, -0.393)
H (9.337, -1.176, 0.231)
H (11.436, -4.741, -5.415)
O (-5.259, -5.779, 2.947)
H (-4.367, 8.662, 5.339)
C (3.709, 13.277, 6.514)
H (-0.009, 9.504, 10.546)
C (-3.739, -5.651, 5.666)
H (-14.748, 4.416, -1.207)
C (-3.381, -4.964, 4.384)
C (-10.416, -5.773, -4.024)
H (-3.024, 6.983, 5.757)
C (-10.225, -4.339, -2.141)
H (-3.254, -5.036, 6.424)
H (-11.312, -4.284, -2.080)
C (2.001, 4.731, 7.172)
O (1.312, -7.249, 6.192)
H (-3.208, 9.952, 5.125)
H (-4.816, -5.695, 5.828)
H (0.024, 9.216, 5.090)
C (-7.170, 1.071, -8.805)
H (-4.930, -3.106, -6.824)
H (-0.371, -5.895, -5.205)
H (4.484, 10.693, 5.952)
H (11.594, -4.360, -3.086)
C (-3.386, 9.017, 5.656)
H (2.745, -3.301, -8.082)
H (3.999, 9.930, 7.381)
H (3.246, -7.047, 6.437)
H (-3.919, -3.024, 5.245)
H (-13.519, 3.492, 1.903)
H (13.843, -7.004, -0.252)
H (0.886, 8.312, -0.388)
C (-11.330, -7.062, -3.890)
H (9.506, -5.950, -0.834)
H (0.615, 11.169, 8.671)
H (-9.903, -4.234, -1.106)
C (-1.337, -2.804, -8.361)
C (11.539, 0.589, 0.539)
H (11.527, -7.402, 0.505)
C (2.085, 7.884, 7.326)
H (3.186, -4.526, 6.698)
H (2.383, 10.069, 5.147)
H (-3.622, -5.274, -6.997)
H (-5.503, 0.719, -10.021)
C (-2.038, 10.952, 10.384)
C (-1.224, 8.032, 6.403)
H (-3.446, 9.393, 6.678)
C (5.584, 6.406, 0.117)
H (-5.334, -7.601, 4.079)
H (-2.299, -4.899, 4.269)
C (-3.683, -3.747, -9.602)
H (-5.974, -1.089, -7.854)
H (-6.030, -1.461, -9.505)
H (-1.461, -4.076, -6.090)
N (-12.144, -7.370, -5.155)
H (5.300, -2.650, -1.705)
P (-3.178, -2.588, -8.363)
H (10.647, -0.472, 2.187)
O (-2.938, 2.239, -0.297)
C (-2.453, 7.859, 5.450)
H (-9.740, -3.544, -2.707)
H (2.312, -3.590, 7.693)
H (1.859, 11.519, 5.862)
H (4.918, 8.478, -1.846)
C (-10.513, -8.351, -3.556)
H (6.604, 6.615, -0.206)
H (9.447, -2.655, -4.420)
H (-3.490, -6.735, 3.240)
H (2.108, 4.979, 8.228)
H (10.318, -4.589, -7.525)
H (-13.883, 3.336, -2.100)
H (1.785, 10.087, 9.299)
C (11.026, -3.757, -5.643)
H (10.098, -5.097, -3.340)
H (1.323, -1.702, -6.377)
H (-7.871, 0.516, -9.429)
H (3.985, 5.517, 6.551)
H (-3.019, -4.872, -12.847)
H (-12.806, -6.649, -5.403)
C (13.491, -6.745, 0.746)
H (2.340, -8.635, 5.084)
O (-1.095, 2.005, 2.123)
C (-0.253, 9.447, 9.485)
H (4.355, 13.267, 5.636)
O (-11.694, 2.760, 1.281)
H (2.850, 5.987, 0.352)
C (-5.766, 0.593, -8.970)
H (12.088, -4.527, 0.022)
C (2.306, 10.558, 6.118)

Results of the Mulliken charge analysis, in e, for atoms 1 through 4: number 1, H, carries 0.352; number 2, H, carries 0.397; number 3, H, carries 0.460; number 4, H, carries 0.359